Computed, not measured: 14 unconnected molecules or ions with the total composition C5H41N2O13 in a non-equilibrium geometry, with ωB97M-V/def2-TZVPD.

Each line ends with the Löwdin charge.
Geometry (Å):
C  -0.12654  -0.49896  -0.94551  -0.14
N  0.27806  0.87278  -1.39889  -0.09
C  -0.61846  1.34002  -2.49220  -0.27
C  -0.32546  0.77174  -3.90074  -0.07
C  -0.69854  -0.33766  0.46406  -0.11
N  -0.78735  1.11008  0.85905  0.02
C  -1.61741  1.45858  2.01677  -0.04
H  -0.69227  -1.00172  -1.72906  0.13
H  0.86423  -0.96164  -0.86902  0.11
H  1.21639  0.91779  -1.77420  0.10
H  -1.65113  1.08916  -2.22471  0.09
H  -0.52223  2.43287  -2.46727  0.10
H  0.07934  1.58108  -4.51696  0.07
H  -1.24130  0.31913  -4.27786  0.07
H  0.48940  0.05108  -3.89003  0.07
H  -0.09189  -0.81438  1.21203  0.08
H  -1.70220  -0.75294  0.54920  0.10
H  -1.18520  1.70813  0.14010  0.11
H  0.18296  1.39490  0.98587  0.13
H  -2.50150  2.01066  1.72409  0.08
H  -1.07512  2.14919  2.68080  0.09
H  -1.80721  0.77305  2.83814  0.08
H  0.94009  -4.98707  -1.44862  0.04
H  2.23520  -4.79489  -0.71698  0.00
O  1.83545  -4.65575  -1.60136  -0.07
H  3.23939  -4.30017  0.81834  0.06
H  2.36005  -4.64753  2.04631  0.06
O  2.35514  -4.55024  1.09611  -0.06
H  -0.04778  -3.92275  1.10716  0.05
H  0.79993  -3.04056  1.89761  0.02
O  0.10808  -2.98333  1.21182  -0.06
H  -3.76690  3.55484  -2.40616  0.04
H  -2.47121  3.54681  -3.18827  0.05
O  -2.94516  4.04993  -2.51037  -0.05
H  1.37050  2.95812  2.45754  -0.02
H  1.69672  3.49015  3.87732  0.05
O  1.00385  3.44680  3.20218  -0.06
H  2.25009  -1.51155  2.83763  0.07
H  2.64943  -1.70988  1.47930  0.04
O  2.64553  -2.23157  2.30249  -0.06
H  5.26973  0.54177  -0.29771  0.08
H  4.26680  0.38043  -1.44629  0.05
O  4.30892  0.49226  -0.49271  -0.06
H  -2.10118  4.56523  0.58908  0.06
H  -2.38803  3.68040  -0.73669  0.00
O  -2.20187  3.68556  0.21834  -0.05
H  2.45703  2.98302  0.54112  0.07
H  3.23262  1.72470  0.81008  0.02
O  2.34329  2.09424  0.89729  -0.05
H  -4.85467  -1.38102  -0.11291  0.05
H  -3.66668  -1.93031  0.74275  0.04
O  -4.01249  -1.15784  0.28980  -0.05
H  3.27356  -2.86150  -1.61630  0.02
H  4.49826  -2.00359  -1.09396  0.03
O  3.56225  -2.14089  -1.05247  -0.05
H  -4.95359  0.82414  -1.03877  0.03
H  -3.62949  1.19628  -0.59100  0.02
O  -4.21018  1.32228  -1.36560  -0.05
H  -1.81998  -1.82881  4.04765  0.06
H  -0.83005  -2.11330  2.88489  0.01
O  -1.26919  -1.39736  3.37769  -0.06

E_LUMO: -2.40 eV
DFT total energy: -35442.02672 eV
total charge: +1
spin multiplicity: 1
relative energy (zero: lowest compared OMol25 entry of this formula, charge and spin): 108.09 kcal per mole